The following is a DFT calculation (wB97M-V/def2-TZVPD) of a single C3H3BrO molecule at a distorted geometry.

Structure (XYZ):
```
8
Properties=species:S:1:pos:R:3
H 2.1140 -0.7780 -0.0476
O -1.1631 1.6633 -0.2356
C -1.0329 0.4475 0.0110
C 1.4040 0.0062 -0.0228
C 0.1626 -0.4298 0.0388
Br -2.7145 -0.5281 0.2302
H -0.2591 -1.4989 0.1919
H 1.4891 1.1178 -0.1659
```

The net charge is 0. The calculation puts the largest force on an atom at 5.1 eV/A. The energy above the lowest of the compared OMol25 structures with the same formula, charge and spin is 0.2354 eV. The LUMO energy comes out at -0.022 hartree. The spin multiplicity is 1. The SMILES is C=CC(=O)Br. For the energy, the calculation gives -2765.323849 Ha.